<P>
Entry from OMol25: C4H4O2 as an isolated structure (ωB97M-V/def2-TZVPD).

```
10
Properties=species:S:1:pos:R:3:mulliken_charge:R:1
O 2.19974 -0.50907 0.50339 -0.597
C 1.04932 -0.21589 0.29312 0.227
C 0.38310 0.90277 -0.37801 -0.422
C -0.93664 0.19211 -0.41172 -0.035
O -0.77818 -1.18439 -0.87188 -0.386
C -0.42798 -0.87270 0.44994 -0.082
H 0.76366 1.58449 -1.16737 0.341
H 0.54055 0.89960 0.99867 0.197
H -1.92576 0.61437 -0.55861 0.405
H -0.89593 -1.39453 1.27846 0.351
```

- Kohn-Sham gap: 9.808 eV
- Highest occupied orbital energy: -9.413 eV
- LUMO energy: 0.015 hartree
- Net charge: 0

---

<Q>
Entry from OMol25: one molecule with the formula C4H4O2 (ωB97M-V/def2-TZVPD).

```
10
Properties=species:S:1:pos:R:3:mulliken_charge:R:1
C -0.08369 0.26007 -0.24814 -1.218
C -0.11052 -0.34834 1.09618 -0.299
C -1.32416 -0.39021 1.75747 0.199
O -2.65351 -0.11756 1.36476 -0.354
C -2.46945 -0.67439 2.54182 0.684
O -3.05416 -1.26111 3.38990 -0.483
H 0.85177 0.32983 -0.62547 0.396
H -0.56147 1.14406 -0.39260 0.388
H -0.68830 -0.40832 -0.91419 0.284
H 0.67474 -0.52784 1.74438 0.401
```

- Kohn-Sham gap: 10.288 eV
- Highest occupied orbital energy: -9.700 eV
- LUMO energy: 0.022 hartree
- Net charge: 0

---

<R>
Entry from OMol25: one molecule with the formula C4H4O2 (ωB97M-V/def2-TZVPD).

```
10
Properties=species:S:1:pos:R:3:mulliken_charge:R:1
C -0.52675 2.03556 1.21505 0.044
C -0.37623 0.84519 1.11029 -0.350
C 0.01623 -0.50492 0.69429 -0.511
O 0.83759 -0.31539 -0.46824 -0.272
C 0.42044 -0.86782 -1.61770 0.201
O -0.23002 -1.87155 -1.74032 -0.489
H -0.68664 3.08112 1.35221 0.391
H -0.83663 -1.14559 0.45095 0.351
H 0.61202 -1.02294 1.44522 0.279
H 0.77000 -0.23366 -2.44176 0.356
```

- Kohn-Sham gap: 11.437 eV
- Highest occupied orbital energy: -10.543 eV
- LUMO energy: 0.033 hartree
- Net charge: 0

---

<S>
Entry from OMol25: a 2-piece molecular cluster, C4H4O2 overall (ωB97M-V/def2-TZVPD).

```
10
Properties=species:S:1:pos:R:3:mulliken_charge:R:1
O -2.41542 -0.02655 0.01401 -0.365
C -1.39606 -0.62731 0.05971 0.158
O -0.19125 0.02100 0.35329 -0.377
C 0.31232 1.98101 -0.26223 -0.359
C 0.91070 -0.70561 0.22603 -0.101
C 1.90814 -1.35265 0.07808 0.005
H -1.21796 -1.69854 -0.10319 0.342
H -0.55696 1.94251 -0.95387 0.137
H -0.15789 2.37681 0.66231 0.149
H 2.80437 -1.91067 -0.07414 0.412
```

- Kohn-Sham gap: 9.175 eV
- Highest occupied orbital energy: -9.021 eV
- LUMO energy: 0.006 hartree
- Net charge: 0

---

The least stable of them is <S>.

---

<P>
Entry from OMol25: C4H4O2 as an isolated structure (ωB97M-V/def2-TZVPD).

```
10
Properties=species:S:1:pos:R:3:mulliken_charge:R:1
O 2.33643 -0.98510 0.31492 -0.525
C 1.32789 -0.40522 0.09427 0.536
O 1.16448 0.97058 0.00917 -0.356
C -0.19884 0.77487 0.41858 -0.058
C -0.94078 0.21012 -0.72797 -0.516
C -0.12919 -0.72212 0.15531 -0.291
H -0.40609 1.19487 1.38455 0.390
H -2.01330 0.07990 -0.63391 0.263
H -0.57882 0.42474 -1.73312 0.218
H -0.56179 -1.54263 0.71819 0.339
```

- Kohn-Sham gap: 11.577 eV
- Highest occupied orbital energy: -10.675 eV
- LUMO energy: 0.033 hartree
- Net charge: 0

---

<Q>
Entry from OMol25: a 2-piece molecular cluster, C4H4O2 overall (ωB97M-V/def2-TZVPD).

```
10
Properties=species:S:1:pos:R:3:mulliken_charge:R:1
C -0.64446 -1.30672 0.61732 -0.352
C -0.49733 -0.92451 -0.62582 0.362
C -0.11624 -0.03338 -1.50540 -0.823
H 0.18098 -1.73691 1.17747 0.256
H -1.52275 -1.03661 1.19873 0.255
H 0.30296 0.84469 -1.01424 -0.029
H -0.13781 0.04185 -2.58474 0.272
O 1.04911 2.58170 0.26105 -0.413
C 0.65040 1.64858 0.83519 0.843
O 0.27752 0.76710 1.49472 -0.370
```

- Kohn-Sham gap: 10.181 eV
- Highest occupied orbital energy: -9.641 eV
- LUMO energy: 0.020 hartree
- Net charge: 0

---

The least stable of them is <Q>.

---

<P>
Entry from OMol25: one molecule with the formula C5H6N4 (ωB97M-V/def2-TZVPD).

```
15
Properties=species:S:1:pos:R:3:mulliken_charge:R:1
C -0.33397 -0.40535 1.37669 -0.227
C -0.79054 1.01024 1.54772 -0.127
N -0.74020 1.94904 0.66577 -0.600
N 0.15445 1.46986 -0.33353 -0.254
C -0.45454 0.76192 -1.19799 -0.080
C 0.35392 -0.31397 -1.95883 0.063
N 1.20828 -1.09033 -1.54846 -0.582
N 1.56224 -0.68862 -0.20204 -0.120
C 0.65480 -1.16244 0.67405 -0.257
H -0.85918 -0.96435 2.06717 0.357
H -1.46893 1.17029 2.36951 0.383
H -1.53469 0.87796 -1.19251 0.465
H -0.18209 -0.54422 -2.95296 0.313
H 1.91676 0.22800 -0.08578 0.412
H 0.51368 -2.29802 0.77118 0.255
```

- Kohn-Sham gap: 8.821 eV
- Highest occupied orbital energy: -8.828 eV
- LUMO energy: 0.000 hartree
- Net charge: 0

---

<Q>
Entry from OMol25: one molecule with the formula C5H6N4 (ωB97M-V/def2-TZVPD).

```
15
Properties=species:S:1:pos:R:3:mulliken_charge:R:1
H -2.07735 2.29119 -0.31358 0.283
N -1.49134 2.16687 0.55325 -0.611
C -0.70291 1.16598 0.48719 0.397
N 0.18031 0.98168 1.58334 -0.480
C 0.96250 -0.04364 1.67430 0.069
C 1.33068 -1.19825 0.90945 -0.334
C 0.99944 -1.47225 -0.32320 -0.315
C -0.02000 -0.61130 -1.13200 0.433
N -0.27415 -1.10200 -2.44200 -0.657
N -0.81782 0.29459 -0.68451 -0.450
H 1.61665 0.06394 2.54802 0.312
H 2.00299 -1.87607 1.42066 0.317
H 1.31981 -2.34184 -0.87059 0.388
H -1.36482 -1.16650 -2.43811 0.345
H -0.09467 -0.40197 -3.11138 0.302
```

- Kohn-Sham gap: 8.477 eV
- Highest occupied orbital energy: -9.321 eV
- LUMO energy: -0.031 hartree
- Net charge: 0

---

<R>
Entry from OMol25: one molecule with the formula C5H6N4 (ωB97M-V/def2-TZVPD).

```
15
Properties=species:S:1:pos:R:3:mulliken_charge:R:1
H -0.88874 -2.69814 -0.03329 0.246
N -1.50795 -1.95376 0.07523 -0.736
C -1.11117 -0.73219 -0.01888 0.610
C -1.95432 0.52312 -0.05312 -0.567
C -1.09818 1.54835 -0.14452 -0.421
C 0.29845 1.28204 -0.06021 0.524
N 1.36746 1.92363 0.16435 -0.545
H 1.11562 2.95788 0.22912 0.256
N 0.23581 -0.24760 -0.07677 0.008
C 1.33013 -1.15330 0.08580 -0.032
N 2.50564 -0.77915 -0.16075 -0.548
H 3.08103 -1.62551 -0.25104 0.248
H -3.05342 0.52225 0.03625 0.389
H -1.33607 2.58828 -0.09945 0.337
H 1.01573 -2.15590 0.30727 0.231
```

- Kohn-Sham gap: 8.796 eV
- Highest occupied orbital energy: -9.267 eV
- LUMO energy: -0.017 hartree
- Net charge: 0

---

<S>
Entry from OMol25: one molecule with the formula C5H6N4 (ωB97M-V/def2-TZVPD).

```
15
Properties=species:S:1:pos:R:3:mulliken_charge:R:1
C -1.96511 -0.51341 0.15893 -0.697
C -0.82803 -1.30022 0.45691 0.157
N 0.10159 -1.14831 -0.44838 0.053
N 1.39680 -1.30797 -0.63282 -0.713
C 2.12081 -0.30731 -0.01469 -0.107
C 1.57889 0.83671 0.46049 0.165
N 0.51216 1.50909 0.25427 -0.559
N -0.47179 1.15387 -0.76648 -0.164
C -1.59071 0.65560 -0.28674 -0.038
H -2.91855 -0.85241 0.33131 0.492
H -0.85715 -1.76884 1.63045 0.256
H 3.19518 -0.48579 -0.50111 0.306
H 2.35784 1.25828 1.19404 0.269
H -0.29830 0.70827 -1.64885 0.340
H -2.33364 1.56246 -0.18733 0.240
```

- Kohn-Sham gap: 8.460 eV
- Highest occupied orbital energy: -8.650 eV
- LUMO energy: -0.007 hartree
- Net charge: 0

---

The least stable of them is <S>.

---

<P>
Entry from OMol25: one molecule with the formula C2H4ClN (ωB97M-V/def2-TZVPD).

```
8
Properties=species:S:1:pos:R:3:mulliken_charge:R:1
H -0.65606 2.31492 -0.50920 0.248
N -0.41841 1.57499 0.18542 -0.566
C -0.23471 0.26026 -0.27304 0.486
C 0.37884 -0.83765 0.45111 -0.822
Cl -0.69922 -0.15929 -1.90785 -0.189
H -0.39245 -1.43610 1.11109 0.253
H 1.03948 -0.45901 1.24257 0.260
H 0.98253 -1.25812 -0.30010 0.330
```

- Kohn-Sham gap: 10.686 eV
- Highest occupied orbital energy: -10.060 eV
- LUMO energy: 0.023 hartree
- Net charge: 0

---

<Q>
Entry from OMol25: one molecule with the formula C2H4ClN (ωB97M-V/def2-TZVPD).

```
8
Properties=species:S:1:pos:R:3:mulliken_charge:R:1
C -1.22908 -0.31503 0.43123 -0.239
N -0.22398 -0.88412 -0.05382 -0.357
C 0.97078 -0.00378 -0.31007 -0.244
Cl 1.03339 1.64981 0.30971 -0.208
H -2.19034 -0.87825 0.49189 0.239
H -1.16657 0.73016 0.55742 0.221
H 0.93606 0.15997 -1.40059 0.269
H 1.86975 -0.45877 -0.02575 0.320
```

- Kohn-Sham gap: 11.375 eV
- Highest occupied orbital energy: -10.386 eV
- LUMO energy: 0.036 hartree
- Net charge: 0

---

<R>
Entry from OMol25: one molecule with the formula C2H4ClN (ωB97M-V/def2-TZVPD).

```
8
Properties=species:S:1:pos:R:3:mulliken_charge:R:1
H 0.15464 1.02563 -2.32361 0.249
N -0.21094 0.52707 -1.49901 -0.526
C 0.43973 0.38528 -0.43923 -0.101
C -0.34424 -0.71914 0.88665 -0.509
Cl -0.85097 0.12951 2.34515 -0.154
H 1.34411 0.83611 -0.19704 0.416
H -1.10617 -0.84255 0.11434 0.331
H 0.57386 -1.34191 1.11275 0.295
```

- Kohn-Sham gap: 10.321 eV
- Highest occupied orbital energy: -9.217 eV
- LUMO energy: 0.041 hartree
- Net charge: 0

---

The least stable of them is <R>.

---

<P>
Entry from OMol25: a 2-piece molecular cluster, C2H4ClN overall (ωB97M-V/def2-TZVPD).

```
8
Properties=species:S:1:pos:R:3:mulliken_charge:R:1
C -0.68471 -1.33407 -0.18117 -0.002
C 0.70231 1.27770 -0.02541 -0.414
N -0.47252 -0.54901 -1.09197 -0.428
Cl 0.26953 0.88112 1.55123 -0.121
H -1.09905 -2.45963 -0.26934 0.248
H -0.42637 -1.01435 0.94539 0.096
H 0.00602 1.82443 -0.60920 0.292
H 1.70479 1.37380 -0.31952 0.329
```

- Kohn-Sham gap (spin up / spin down): 9.145 / 8.403 eV
- Highest occupied orbital energy (spin up / spin down): -9.066 / -8.546 eV
- LUMO energy (spin up / spin down): 0.003 / -0.005 hartree
- Net charge: 0

---

<Q>
Entry from OMol25: a 2-piece molecular cluster, C2H4ClN overall (ωB97M-V/def2-TZVPD).

```
8
Properties=species:S:1:pos:R:3:mulliken_charge:R:1
C 0.93779 -1.00423 1.85189 -0.147
C -0.55210 0.28712 -0.10947 -0.615
N -0.61522 0.16974 1.29023 -0.284
Cl 0.88714 -1.80502 3.32928 -0.101
H 1.55810 -1.44154 0.99300 0.283
H 0.43765 0.14987 -0.22408 0.275
H -0.84436 1.25018 -0.46180 0.318
H -0.97876 -0.56747 -0.69556 0.271
```

- Kohn-Sham gap (spin up / spin down): 9.779 / 8.580 eV
- Highest occupied orbital energy (spin up / spin down): -9.919 / -8.662 eV
- LUMO energy (spin up / spin down): -0.005 / -0.003 hartree
- Net charge: 0

---

The least stable of them is <Q>.

---

<P>
Entry from OMol25: an isolated ion of composition C5H10NS and charge +1 (ωB97M-V/def2-TZVPD).

```
17
Properties=species:S:1:pos:R:3:mulliken_charge:R:1
S 2.80078 -0.88753 -1.73657 -0.198
C 1.31787 0.30135 -1.77929 -0.609
C 0.65284 -0.06899 -0.46010 -1.030
C -0.62359 0.83140 -0.00034 -0.179
C -1.08309 0.26900 1.17139 0.344
N -1.91059 -0.70649 1.38929 -0.199
C -1.38800 0.03577 2.57151 -0.469
H 2.68672 -1.43082 -2.86147 0.139
H 0.79888 0.07610 -2.75840 0.386
H 1.85872 1.22719 -1.99303 0.371
H 1.40301 0.01453 0.27507 0.438
H 0.50377 -1.14665 -0.42249 0.535
H -0.25029 1.86304 0.10937 0.306
H -1.38161 0.76351 -0.84445 0.333
H -2.44318 -1.47401 0.92544 0.316
H -0.79326 -0.36975 3.41652 0.272
H -2.14898 0.70236 2.99754 0.246
```

- Kohn-Sham gap: 7.409 eV
- Highest occupied orbital energy: -12.305 eV
- LUMO energy: -0.180 hartree
- Net charge: +1

---

<Q>
Entry from OMol25: an isolated ion of composition C5H10NS and charge +1 (ωB97M-V/def2-TZVPD).

```
17
Properties=species:S:1:pos:R:3:mulliken_charge:R:1
C -0.17164 0.86094 1.48710 -0.594
C -0.94578 0.17766 0.28737 -0.274
C -0.17675 -1.16693 -2.05251 -0.498
C 0.90999 1.81610 1.15849 -0.680
C -0.06128 -0.45474 -0.78547 0.041
N 0.06057 -1.89334 -0.76967 -0.233
S 2.42338 1.16934 0.37996 -0.038
H -0.92378 1.32789 2.03408 0.374
H 0.35325 0.12453 2.07464 0.300
H -1.59372 -0.57944 0.70591 0.390
H -1.46056 0.81269 -0.48589 0.262
H -1.22763 -1.22379 -2.52263 0.263
H 0.55178 -1.13439 -2.86121 0.291
H 0.57628 2.74040 0.57013 0.339
H 1.18831 2.34940 2.12060 0.392
H -0.51550 -2.71193 -0.36776 0.339
H 1.01309 -2.21436 -0.97313 0.325
```

- Kohn-Sham gap (spin up / spin down): 7.455 / 7.067 eV
- Highest occupied orbital energy (spin up / spin down): -12.831 / -12.351 eV
- LUMO energy (spin up / spin down): -0.198 / -0.194 hartree
- Net charge: +1

---

The least stable of them is <Q>.

---

<P>
Entry from OMol25: an isolated ion of composition C5H10NS and charge +1 (ωB97M-V/def2-TZVPD).

```
17
Properties=species:S:1:pos:R:3:mulliken_charge:R:1
C 1.82925 0.97221 -0.22462 -0.580
C 0.27015 0.97969 -0.30764 -0.423
C -1.83762 -0.98827 -0.16036 -0.677
C 2.35100 -0.42110 0.23498 -0.582
C -0.11905 -0.44122 -0.20270 0.390
N -3.02661 -0.22215 0.22662 -0.470
S 0.95358 -1.63532 0.02713 0.023
H 2.29503 1.11745 -1.25706 0.284
H 2.12577 1.70884 0.44278 0.328
H -0.21325 1.57226 0.59674 0.298
H -0.23258 1.43600 -1.15571 0.349
H -2.03466 -1.44782 -1.15899 0.361
H -1.87504 -1.80609 0.55917 0.440
H 3.30292 -0.71784 -0.10730 0.495
H 2.63858 -0.45760 1.35368 0.324
H -3.13194 -0.26705 1.26019 0.232
H -3.29551 0.61801 -0.12692 0.208
```

- Kohn-Sham gap: 8.234 eV
- Highest occupied orbital energy: -13.592 eV
- LUMO energy: -0.197 hartree
- Net charge: +1

---

<Q>
Entry from OMol25: an isolated ion of composition C5H10NS and charge +1 (ωB97M-V/def2-TZVPD).

```
17
Properties=species:S:1:pos:R:3:mulliken_charge:R:1
N 2.15683 -1.09425 0.19058 -0.369
C 0.74208 -0.48540 0.42365 -0.643
C 0.09501 0.29726 -0.74303 -0.084
C -0.85465 1.41960 -0.38012 -0.721
C -1.92553 0.86140 0.53145 -0.791
S -2.17496 -0.96151 0.12960 -0.079
C -0.59809 -1.07362 -0.66935 -0.280
H 2.25080 -2.17939 0.35267 0.403
H 2.61859 -0.77227 1.02903 0.367
H 2.72914 -0.83296 -0.56959 0.341
H 0.64815 -0.45354 1.43458 0.439
H 0.84484 0.66889 -1.40193 0.470
H -1.30306 1.89853 -1.21159 0.388
H -0.31108 2.41085 0.07895 0.269
H -1.56219 0.80353 1.51507 0.315
H -2.80301 1.41657 0.50865 0.503
H -0.55287 -1.92369 -1.21861 0.473
```

- Kohn-Sham gap: 8.332 eV
- Highest occupied orbital energy: -12.093 eV
- LUMO energy: -0.138 hartree
- Net charge: +1

---

The least stable of them is <Q>.

---

<P>
Entry from OMol25: a 2-piece molecular cluster, CHI2NO overall (ωB97M-V/def2-TZVPD).

```
6
Properties=species:S:1:pos:R:3:mulliken_charge:R:1
C 0.52229 -0.56669 0.78270 0.277
N -0.96177 0.04498 -0.66763 -0.695
O 1.59888 -0.27500 0.51785 -0.238
I -1.13316 1.81558 0.40793 0.119
I 0.13873 0.23422 -2.32632 0.148
H -0.16496 -1.25309 1.28548 0.388
```

- Kohn-Sham gap (spin up / spin down): 7.754 / 7.754 eV
- Highest occupied orbital energy (spin up / spin down): -8.398 / -8.397 eV
- LUMO energy (spin up / spin down): -0.024 / -0.024 hartree
- Net charge: 0

---

<Q>
Entry from OMol25: CHI2NO as an isolated structure (ωB97M-V/def2-TZVPD).

```
6
Properties=species:S:1:pos:R:3:mulliken_charge:R:1
C -0.87132 -0.22108 0.03576 0.086
N 0.65696 0.17627 0.55328 -0.577
O -0.99485 -1.10794 -0.72703 -0.371
I 1.95119 -1.25088 -0.14547 0.180
I 0.74230 2.02537 -0.27342 0.191
H -1.48428 0.37826 0.55687 0.491
```

- Kohn-Sham gap: 8.180 eV
- Highest occupied orbital energy: -9.116 eV
- LUMO energy: -0.034 hartree
- Net charge: 0

---

The least stable of them is <P>.